ORCA calculation (wB97M-V/def2-TZVPD) on a structure of composition C18H51BF3N4O8Pt2S at a distorted geometry.

Structure (XYZ):
```
88
Properties=species:S:1:pos:R:3:mulliken_spin:R:1
Pt -3.725 -1.738 -1.632 1.51
Pt -2.109 1.275 -2.724 1.47
B -2.653 -0.936 -3.723 0.12
H -1.766 -0.251 -3.927 0.05
H -3.488 -0.310 -3.222 0.04
H -2.982 -1.489 -4.673 0.01
H -2.365 -1.726 -2.940 0.08
C -5.660 2.045 -0.190 0.00
F -6.598 1.398 0.467 0.00
F -5.942 3.304 -0.300 0.00
F -4.511 1.893 0.466 0.00
S -5.477 1.224 -1.866 0.03
O -4.301 1.899 -2.407 0.04
O -5.208 -0.201 -1.637 0.04
O -6.739 1.461 -2.492 0.01
C -1.591 -0.194 0.290 -0.02
O -2.389 -0.082 -0.865 0.32
H -0.558 0.055 0.017 0.02
H -1.886 0.524 1.059 0.01
H -1.550 -1.203 0.703 0.01
C 5.659 -2.137 2.355 0.00
C 4.957 -0.795 2.024 0.00
C 3.734 -0.570 2.911 0.00
O 2.832 -1.701 2.813 0.00
C 2.009 -1.702 1.679 0.00
N 5.914 0.268 2.268 0.00
H 6.199 -2.028 3.293 0.00
H 6.302 -2.329 1.495 0.00
H 4.917 -2.935 2.378 0.00
H 4.729 -0.889 0.956 0.00
H 3.199 0.354 2.684 0.00
H 3.994 -0.603 3.967 0.00
H 2.533 -2.296 0.913 0.00
H 2.050 -0.712 1.199 0.00
H 0.975 -2.033 1.760 0.00
H 6.148 0.864 1.487 0.00
H 6.788 -0.119 2.593 0.00
C 0.650 4.409 -1.496 0.01
C -0.079 3.236 -2.094 0.01
C 0.841 2.005 -2.071 0.01
O 0.131 0.949 -2.786 0.06
C 0.987 -0.144 -3.174 0.01
N -1.341 2.900 -1.376 0.14
H 1.054 4.057 -0.544 0.00
H 0.050 5.300 -1.300 0.00
H 1.488 4.808 -2.070 0.00
H -0.226 3.372 -3.170 -0.02
H 1.019 1.450 -1.145 0.00
H 1.757 2.227 -2.620 0.00
H 1.633 -0.337 -2.313 0.00
H 1.625 0.155 -4.003 0.00
H 0.378 -1.022 -3.359 0.00
H -1.894 3.756 -1.313 0.00
H -0.998 2.825 -0.408 -0.02
C -3.067 -5.378 -1.184 0.01
C -1.833 -4.652 -0.661 -0.01
C -0.544 -5.329 -1.141 0.01
O 0.580 -4.591 -0.744 0.00
C 1.826 -5.141 -1.118 0.00
N -1.881 -3.280 -1.222 0.06
H -3.233 -5.179 -2.247 0.00
H -3.974 -5.133 -0.633 0.00
H -2.992 -6.469 -1.200 0.00
H -1.795 -4.515 0.420 0.00
H -0.573 -5.558 -2.217 0.00
H -0.474 -6.327 -0.686 0.00
H 2.645 -4.457 -0.914 0.00
H 1.802 -5.363 -2.189 0.00
H 2.039 -6.079 -0.596 0.00
H -1.150 -2.766 -0.724 -0.01
H -1.427 -3.371 -2.134 0.00
C 0.648 2.118 3.770 0.00
C 1.383 3.068 2.807 0.00
C 0.393 4.110 2.287 0.00
O -0.523 3.443 1.400 0.00
C -1.902 3.469 1.857 0.00
N 2.516 3.654 3.527 0.00
H 0.097 2.678 4.524 0.00
H 1.465 1.577 4.248 0.00
H 0.051 1.414 3.191 0.00
H 1.773 2.429 2.012 0.00
H 1.002 4.772 1.660 0.00
H -0.126 4.688 3.051 0.00
H -2.080 4.450 2.290 0.00
H -2.059 2.697 2.615 0.00
H -2.492 3.127 1.012 0.00
H 3.186 3.982 2.844 0.00
H 2.204 4.379 4.160 0.00
```

The charge is +1. As for the spin multiplicity: 5. As for the HOMO energy (spin up / spin down): -0.4061 / -0.4061 Eh. The value obtained for the LUMO energy (spin up / spin down) is -2.91 / -4.86 eV. As for the calculated total energy: -2498.061596 hartree. As for the HOMO-LUMO gap (spin up / spin down): 8.1 / 6.2 eV.


ORCA calculation (wB97M-V/def2-TZVPD) on a structure of composition C18H51InN3NaO14PS at a distorted geometry.

Structure (XYZ):
```
90
Properties=species:S:1:pos:R:3:mulliken_charge:R:1
In 0.665 1.814 2.362 1.01
Na 3.473 0.361 -0.330 0.78
P 3.081 3.255 0.462 0.76
O 3.488 2.887 -0.961 -0.55
O 1.560 3.626 0.461 -0.25
O 3.879 4.287 1.213 -0.59
O 3.046 1.855 1.208 -0.78
S 0.505 -0.297 -0.311 1.15
O -0.437 -1.399 -0.545 -0.98
O -0.267 0.943 -0.091 -0.57
O 1.335 -0.505 0.898 -0.86
O 1.405 -0.010 -1.439 -0.44
C -3.041 3.057 3.207 -1.13
C -3.180 2.594 1.773 0.30
C -2.931 3.633 0.707 -0.91
O -1.697 4.298 0.982 -0.24
C -1.213 5.212 0.026 -0.80
N -2.369 1.350 1.596 0.10
H -3.495 4.045 3.349 0.45
H -2.003 3.284 3.464 0.00
H -3.410 2.422 4.010 0.42
H -4.233 2.316 1.630 0.26
H -3.638 4.467 0.823 0.52
H -2.966 3.287 -0.328 0.42
H -0.135 5.092 -0.025 0.16
H -1.458 6.248 0.300 0.28
H -1.699 5.188 -0.956 0.36
H -2.959 0.644 2.029 0.22
H -2.355 1.098 0.609 -0.30
C -0.455 -2.742 4.472 -1.49
C -0.245 -1.252 4.202 1.19
C -0.505 -0.417 5.433 -0.96
O -0.792 0.942 5.071 -0.03
C -1.352 1.698 6.080 -1.06
N 1.021 -0.898 3.552 -0.25
H 0.171 -3.165 5.257 0.37
H -0.502 -3.372 3.584 0.12
H -1.495 -2.859 4.806 0.39
H -0.921 -0.872 3.428 -0.18
H 0.439 -0.357 5.987 0.33
H -1.334 -0.762 6.052 0.42
H -1.512 2.754 5.849 0.28
H -0.778 1.743 7.014 0.36
H -2.386 1.396 6.308 0.38
H 1.853 -1.054 4.116 0.17
H 1.225 -1.383 2.682 0.12
C 3.104 -0.697 -4.249 -1.32
C 3.794 -1.808 -3.518 0.71
C 5.277 -1.863 -3.871 -0.78
O 5.788 -3.212 -3.766 -0.47
C 6.078 -3.644 -2.434 -0.63
N 3.581 -1.651 -2.047 -0.15
H 2.088 -0.572 -3.882 0.04
H 3.218 -0.939 -5.308 0.50
H 3.627 0.258 -4.136 0.35
H 3.260 -2.719 -3.803 0.28
H 5.888 -1.176 -3.280 0.32
H 5.504 -1.749 -4.932 0.34
H 6.191 -2.744 -1.825 0.29
H 6.949 -4.289 -2.353 0.26
H 5.176 -4.166 -2.099 0.19
H 2.595 -1.443 -1.878 -0.05
H 3.691 -2.557 -1.601 0.17
C -1.023 2.347 -5.042 -1.41
C -0.020 1.299 -4.547 0.28
O 0.557 1.800 -3.372 -0.37
H -1.470 2.216 -6.026 0.33
H -0.657 3.377 -4.998 0.35
H -1.764 2.365 -4.232 0.22
H 0.603 1.207 -5.454 0.20
H -0.545 0.345 -4.462 0.28
H 0.781 1.007 -2.848 0.01
C -2.037 -4.983 1.611 -1.31
C -2.283 -3.713 0.794 -0.09
O -1.560 -2.654 1.405 -0.31
H -1.059 -5.050 2.082 0.29
H -2.189 -5.874 0.996 0.34
H -2.780 -4.969 2.415 0.27
H -3.332 -3.412 0.736 0.25
H -1.847 -3.893 -0.195 0.27
H -1.163 -2.107 0.654 0.33
C -3.264 -0.176 -2.708 -0.20
C -2.841 -1.603 -2.888 -0.39
O -1.457 -1.800 -2.964 -0.48
H -2.886 0.259 -1.778 -0.28
H -4.352 -0.073 -2.645 0.47
H -2.920 0.428 -3.548 0.03
H -3.303 -1.946 -3.826 0.34
H -3.255 -2.292 -2.135 0.17
H -1.120 -1.586 -2.057 0.40
```

For the energy above the lowest of the compared OMol25 structures with the same formula, charge and spin, the calculation gives 0.0 kJ/mol. The charge is -1. As for the HOMO energy: -0.2049 Eh. The value obtained for the LUMO energy is -1.27 eV. As for the calculated total energy: -3026.074689 hartree. As for the HOMO-LUMO gap: 4.3 eV.


Look up the charge of the first one. +1


Which of these has the highest charge? C18H51BF3N4O8Pt2S


The lowest charge belongs to which entry? C18H51InN3NaO14PS